{
  "formula": "C6H10O",
  "method": "ωB97M-V with the def2-TZVPD basis set",
  "symbols": ["O", "C", "C", "C", "C", "C", "C", "H", "H", "H", "H", "H", "H", "H", "H", "H", "H"],
  "positions_angstrom": [[0.1892, 0.0676, 1.8107], [1.0217, -0.4846, -0.3152], [-1.7956, -0.2210, -1.3190], [2.3940, -0.1004, 0.2390], [-0.1243, -0.0220, 0.5339], [-1.3945, 0.3068, 0.0437], [-2.2004, 1.2561, 0.6846], [2.4808, 0.9847, 0.3545], [-1.7195, -1.3147, -1.3772], [-1.2020, 0.1952, -2.1427], [2.5669, -0.5573, 1.2165], [0.9380, -1.5768, -0.4147], [3.1764, -0.4325, -0.4495], [-2.8359, 0.0672, -1.4817], [0.8795, -0.0814, -1.3228], [-0.6227, 0.3507, 2.2775], [-1.7515, 1.5625, 1.6626]],
  "forces_ev_per_angstrom": [[-0.151, 0.085, -0.091], [-0.069, 0.045, -0.063], [-0.011, -0.017, -0.108], [0.046, -0.039, 0.030], [0.114, -0.004, 0.042], [-0.221, 0.194, 0.025], [0.394, -0.296, 0.086], [-0.027, -0.160, -0.026], [-0.010, 0.165, 0.000], [-0.055, -0.021, 0.122], [0.018, 0.064, -0.166], [-0.023, 0.124, 0.038], [-0.108, 0.037, 0.123], [0.135, -0.063, -0.010], [-0.013, -0.083, 0.150], [0.110, 0.047, -0.017], [-0.130, -0.078, -0.135]],
  "e_above_lowest_ev": 3.272,
  "lumo_energy_ev": [-0.2, -0.2],
  "largest_force_ev_per_a": 0.50,
  "orbital_gap_ev": [7.578, 7.576]
}

---

{
  "formula": "C14H22IrN2O8P2SSe4",
  "method": "ωB97M-V with the def2-TZVPD basis set",
  "symbols": ["Ir", "Se", "Se", "Se", "Se", "S", "P", "P", "O", "O", "O", "O", "O", "O", "O", "O", "N", "N", "C", "C", "C", "C", "C", "C", "C", "C", "C", "C", "C", "C", "C", "C", "H", "H", "H", "H", "H", "H", "H", "H", "H", "H", "H", "H", "H", "H", "H", "H", "H", "H", "H", "H", "H", "H"],
  "positions_angstrom": [[-1.0010, 0.0397, 2.3172], [-2.9240, -2.7159, 3.9230], [-1.7058, 1.5769, 4.1071], [-0.8858, -1.9655, 3.9147], [-3.8306, 1.2036, 4.4406], [-0.2483, 1.9437, 1.1046], [-2.4753, -2.3459, -0.0243], [-3.9390, 0.1511, 0.4157], [-1.7601, -1.7297, 1.1570], [-1.7531, -3.3064, -0.8637], [-5.0944, -0.6805, 1.0954], [-3.8306, -3.0157, 0.6145], [-4.2480, -1.2952, -1.7314], [-3.0971, 0.8496, 1.4214], [1.0407, -0.8406, 1.9470], [-4.7410, 1.2210, -0.4606], [1.7808, 0.4032, 0.1582], [1.9703, 2.6357, -0.1417], [4.4380, 2.4003, -0.2677], [3.6143, -2.9240, -1.4239], [1.5435, 4.0067, 0.0312], [-3.1921, -0.8787, -0.9075], [1.3033, 1.5962, 0.3709], [-2.0784, -0.1699, -1.6396], [1.5429, -0.7351, 0.8037], [3.0354, -4.1633, -1.1974], [3.1083, 2.4036, -1.0119], [1.4880, -3.1696, 0.3442], [3.1267, -1.8063, -0.7787], [1.9738, -4.2823, -0.3156], [2.0587, -1.9253, 0.1056], [0.5217, 4.4195, -1.0224], [0.6556, -3.2414, 1.0250], [3.5775, -0.8389, -0.9307], [4.4615, 1.5967, 0.4620], [-4.8459, -1.6045, 1.2526], [-1.6549, -0.8592, -2.3682], [0.9275, 4.2892, -2.0214], [2.4321, 4.6378, -0.0357], [-2.4303, 0.7311, -2.1423], [0.2482, 5.4617, -0.8971], [1.5189, -5.2444, -0.1469], [-0.3721, 3.8124, -0.9214], [4.5953, 3.3431, 0.2492], [4.4451, -2.8337, -2.1072], [3.4108, -5.0377, -1.7092], [5.2491, 2.2565, -0.9770], [-5.0318, 1.9526, 0.0824], [-4.1484, -3.6640, -0.0155], [1.1086, 4.1262, 1.0253], [2.9592, 1.4394, -1.5009], [-1.3005, 0.0929, -0.9250], [3.1118, 3.1908, -1.7690], [-4.6586, -0.5075, -2.1148]],
  "forces_ev_per_angstrom": [[0.812, 0.027, -0.432], [-0.156, 0.117, 0.084], [0.643, 0.092, -0.177], [0.084, 0.270, 0.271], [-0.540, -0.223, 0.246], [-0.640, -0.334, 0.565], [0.255, 0.025, 0.089], [-0.261, 0.521, 0.308], [0.139, 0.493, 0.061], [-0.204, -0.017, -0.382], [-0.127, 0.133, -0.119], [0.397, 0.174, 0.136], [-0.381, -0.116, -0.477], [0.242, -0.093, -0.397], [-0.623, -0.355, 0.408], [0.082, -0.419, -0.329], [0.391, -0.383, -0.326], [-0.018, -0.134, 0.162], [-0.228, 0.002, -0.102], [0.076, -0.060, -0.096], [-0.361, 0.428, -0.063], [0.105, -0.188, 0.889], [-0.608, -0.177, 0.356], [0.212, 0.029, -0.016], [0.343, 0.772, -0.348], [-0.038, -0.032, 0.015], [0.434, -0.188, -0.144], [0.054, 0.155, 0.030], [-0.028, -0.016, 0.019], [-0.021, -0.094, -0.014], [0.079, -0.390, 0.067], [0.158, -0.025, 0.109], [-0.134, -0.037, 0.069], [0.018, 0.083, -0.053], [0.008, -0.112, 0.089], [0.007, -0.341, -0.089], [0.001, -0.002, -0.077], [0.031, -0.014, -0.174], [-0.013, -0.048, 0.091], [-0.019, 0.057, 0.019], [-0.050, 0.182, 0.018], [-0.085, -0.132, 0.013], [-0.128, -0.030, -0.068], [0.060, 0.121, 0.081], [0.094, 0.014, -0.051], [0.031, -0.057, -0.036], [0.130, -0.012, -0.030], [-0.149, 0.464, 0.184], [-0.290, -0.348, -0.189], [0.168, 0.019, -0.031], [-0.001, 0.177, -0.049], [0.141, 0.183, -0.051], [-0.086, -0.029, -0.004], [-0.003, -0.136, -0.050]],
  "multiplicity": 6,
  "lumo_energy_ev": [-1.0, -2.8],
  "largest_force_ev_per_a": 0.92,
  "orbital_gap_ev": [6.805, 5.203]
}

---

{
  "formula": "C4H6FNS",
  "method": "ωB97M-V with the def2-TZVPD basis set",
  "symbols": ["S", "F", "N", "C", "C", "C", "C", "H", "H", "H", "H", "H", "H"],
  "positions_angstrom": [[-1.9786, -1.3600, 0.5914], [-0.2066, 1.5270, -1.1257], [0.3925, -0.7018, -0.1977], [-1.3552, 0.6651, -1.2040], [1.3284, 0.3675, 0.2214], [1.1198, -0.9252, 1.1140], [-0.8760, -0.5286, -0.2313], [1.7014, -1.8665, 1.3565], [0.3859, -0.6469, 1.9178], [-1.7236, 0.3685, -2.2601], [1.0668, 1.3558, 0.7060], [2.2062, 0.4823, -0.2823], [-2.0610, 1.2628, -0.6060]],
  "forces_ev_per_angstrom": [[-0.889, -0.621, 0.458], [-1.237, 0.113, -2.022], [5.119, 0.537, 1.960], [1.137, -0.289, 1.726], [-1.098, -1.614, 3.405], [-1.554, 1.214, -0.489], [-4.309, 1.636, -2.106], [-0.390, 1.514, -1.003], [0.922, -0.654, -0.531], [1.048, 0.618, 1.752], [-0.474, -1.602, -0.635], [2.108, -0.162, -1.794], [-0.382, -0.691, -0.722]],
  "e_above_lowest_ev": 3.102,
  "lumo_energy_ev": 0.4,
  "largest_force_ev_per_a": 5.51,
  "orbital_gap_ev": 9.029
}

---

{
  "formula": "C20H26FN7",
  "method": "ωB97M-V with the def2-TZVPD basis set",
  "symbols": ["F", "N", "N", "N", "N", "N", "N", "N", "C", "C", "C", "C", "C", "C", "C", "C", "C", "C", "C", "C", "C", "C", "C", "C", "C", "C", "C", "C", "H", "H", "H", "H", "H", "H", "H", "H", "H", "H", "H", "H", "H", "H", "H", "H", "H", "H", "H", "H", "H", "H", "H", "H", "H", "H"],
  "positions_angstrom": [[-1.0030, 6.8531, 17.9233], [-6.6215, 5.2307, 18.4434], [2.2486, 7.3302, 16.7659], [-0.0332, 3.1607, 15.7815], [-3.7760, 4.9092, 18.5610], [0.1738, 4.2277, 18.3513], [-3.6898, 0.4456, 15.7512], [-3.6368, 2.8523, 13.2378], [-1.5630, 6.8459, 16.7099], [-2.7174, 0.7155, 15.1772], [-4.9410, 4.1670, 16.7722], [-3.4907, 6.5234, 15.2578], [-3.0630, 5.6870, 19.0468], [-1.4756, 1.0499, 14.4872], [1.9623, 6.2092, 16.6493], [-5.8956, 4.7851, 17.6902], [-0.7929, 7.0843, 15.5878], [-0.6183, 3.5476, 18.9109], [-1.4564, 4.1459, 13.9285], [-2.3879, 3.6605, 16.7063], [-2.6892, 6.6837, 14.1394], [-2.9371, 6.6278, 16.5178], [-1.5147, 2.6567, 19.6982], [-1.1091, 3.3898, 16.1442], [-1.2990, 6.9804, 14.2698], [-2.1464, 6.6789, 19.6591], [1.6496, 4.8060, 16.5285], [-2.6663, 3.4077, 13.5504], [-1.6979, 4.8800, 14.6972], [-1.7004, 1.7030, 19.2041], [-1.8456, 1.7395, 13.7284], [-2.8133, 4.6526, 16.8575], [-0.7223, 1.5442, 15.1007], [-4.7336, 3.2124, 17.2557], [-4.5245, 6.3087, 15.0307], [-1.0604, 0.1366, 14.0610], [2.3967, 4.3277, 17.1619], [-0.5607, 3.5981, 14.2213], [-0.9801, 2.3863, 20.6087], [-2.3873, 3.2330, 20.0058], [-3.9820, 4.6801, 16.7006], [-3.5310, 6.5951, 17.4192], [-0.7146, 7.1092, 13.3708], [-3.1072, 3.0682, 16.1408], [-1.1580, 4.7944, 13.1048], [0.2676, 7.2185, 15.7415], [-5.4491, 4.1059, 15.8098], [0.7043, 4.4162, 16.9060], [-3.1346, 6.5658, 13.1626], [-2.4060, 3.2906, 17.7314], [-1.9055, 7.5565, 19.0592], [1.7762, 4.3798, 15.5333], [-1.1822, 6.2453, 19.9246], [-2.6386, 7.0988, 20.5363]],
  "forces_ev_per_angstrom": [[2.303, -0.347, -3.478], [-1.160, 0.629, 0.814], [-0.331, -1.485, -0.104], [-1.857, -1.173, 1.541], [2.594, 1.468, 4.661], [-4.393, -2.552, 5.280], [1.197, 0.445, -0.716], [0.966, 0.977, 0.367], [-1.335, 0.223, -2.724], [-0.788, -0.678, 1.392], [-2.310, -0.051, -0.616], [0.569, 0.515, -1.125], [-0.082, -0.411, 0.766], [-0.375, -0.867, -0.404], [0.357, 1.551, 0.135], [0.605, -0.222, -1.213], [1.010, -0.426, -1.240], [2.639, 1.389, -0.732], [-0.183, 1.024, -2.261], [-0.116, -1.807, 0.141], [1.367, 0.961, -0.015], [0.485, 1.364, 1.236], [1.059, 0.460, 0.266], [2.496, 0.018, 1.691], [-2.225, 0.477, 1.589], [-1.749, 0.552, 2.340], [1.884, -0.272, -1.084], [-0.855, 0.278, -0.590], [0.143, -0.808, -0.112], [-0.367, 0.316, -0.296], [0.934, -0.868, -0.213], [2.776, -0.466, -0.839], [-0.532, -0.810, -0.206], [-0.160, -0.220, -0.618], [-0.197, 0.079, 0.653], [-0.056, 0.078, -0.203], [0.054, -0.325, 0.062], [-1.027, 0.029, -1.381], [0.133, 0.140, 0.086], [-0.222, -0.377, -0.299], [-3.188, 0.038, -0.657], [-0.349, 0.289, -1.002], [0.334, 0.082, 0.241], [0.182, -0.025, -0.031], [-0.337, -0.151, -0.430], [-0.140, 0.385, -0.131], [0.232, -0.577, -0.246], [1.343, 1.687, -0.926], [0.040, 0.014, -0.134], [-0.103, -0.394, -0.538], [-1.233, -0.160, 0.881], [0.435, 0.721, -0.163], [-0.330, -0.192, 0.150], [-0.136, -0.526, 0.433]],
  "e_above_lowest_ev": 12.208,
  "lumo_energy_ev": 0.2,
  "largest_force_ev_per_a": 7.33,
  "orbital_gap_ev": 10.083
}

---

Repeat the third record exactly.
{
  "formula": "C4H6FNS",
  "method": "ωB97M-V with the def2-TZVPD basis set",
  "symbols": ["S", "F", "N", "C", "C", "C", "C", "H", "H", "H", "H", "H", "H"],
  "positions_angstrom": [[-1.9786, -1.3600, 0.5914], [-0.2066, 1.5270, -1.1257], [0.3925, -0.7018, -0.1977], [-1.3552, 0.6651, -1.2040], [1.3284, 0.3675, 0.2214], [1.1198, -0.9252, 1.1140], [-0.8760, -0.5286, -0.2313], [1.7014, -1.8665, 1.3565], [0.3859, -0.6469, 1.9178], [-1.7236, 0.3685, -2.2601], [1.0668, 1.3558, 0.7060], [2.2062, 0.4823, -0.2823], [-2.0610, 1.2628, -0.6060]],
  "forces_ev_per_angstrom": [[-0.889, -0.621, 0.458], [-1.237, 0.113, -2.022], [5.119, 0.537, 1.960], [1.137, -0.289, 1.726], [-1.098, -1.614, 3.405], [-1.554, 1.214, -0.489], [-4.309, 1.636, -2.106], [-0.390, 1.514, -1.003], [0.922, -0.654, -0.531], [1.048, 0.618, 1.752], [-0.474, -1.602, -0.635], [2.108, -0.162, -1.794], [-0.382, -0.691, -0.722]],
  "e_above_lowest_ev": 3.102,
  "lumo_energy_ev": 0.4,
  "largest_force_ev_per_a": 5.51,
  "orbital_gap_ev": 9.029
}